Run a
16
Properties=species:S:1:pos:R:3 method="wB97M-V/def2-TZVPD" homo_lumo_gap_ev="7.01 / 7.01" homo_energy_ev="-8.294 / -8.294" smiles="C=C(C)S.C=C=C=S" charge=0
C -2.97 -1.13 0.61
C -2.43 -0.39 -0.41
C -2.29 0.36 -1.42
C 1.45 1.04 -0.52
C 0.04 -0.98 -1.32
C 0.72 -0.29 -0.40
S -2.09 1.30 -2.65
S 0.32 -0.91 1.22
H -3.35 -2.07 0.31
H 0.81 1.67 -1.21
H 2.51 1.05 -1.02
H 1.60 1.57 0.35
H -0.18 -0.65 -2.35
H -0.46 -1.89 -1.09
H -3.03 -0.93 1.73
H 1.44 -0.49 1.94

=====

Run b
16
Properties=species:S:1:pos:R:3 method="wB97M-V/def2-TZVPD" homo_lumo_gap_ev=9.00 homo_energy_ev=-8.140 charge=0
C 2.25 -0.05 -0.16
C 1.11 0.09 0.81
C -0.13 -0.18 -0.08
C -1.16 -1.23 0.40
C -2.14 0.85 -0.78
C -0.87 1.06 -0.52
H 2.59 0.93 -0.54
H 3.16 -0.60 0.12
H 1.14 -0.55 1.65
H 0.98 1.04 1.14
H -0.86 -2.22 0.10
H -1.25 -1.10 1.50
H -2.84 1.56 -1.15
H -0.32 1.97 -0.76
S -2.76 -0.72 -0.40
S 1.11 -0.84 -1.34

=====

Question: which arrangement is favored energetically? Ranking from most to least stable: run b, run a.

=====

Run a
9
Properties=species:S:1:pos:R:3 method="wB97M-V/def2-TZVPD" homo_lumo_gap_ev=8.57 homo_energy_ev=-8.952 smiles="[O-][N+]#P.CN=O" charge=0
C -0.59 -0.75 0.69
N 0.50 1.88 -0.99
N 0.47 -0.93 -0.26
O -0.39 2.39 -0.36
O 1.50 -1.36 0.24
P 1.27 0.98 -1.86
H -0.23 -1.03 1.71
H -1.37 -1.38 0.47
H -1.16 0.20 0.36

=====

Run b
9
Properties=species:S:1:pos:R:3 method="wB97M-V/def2-TZVPD" homo_lumo_gap_ev=10.87 homo_energy_ev=-10.257 smiles=N#CNP(O)O charge=0
C -1.69 -0.97 0.47
N -2.81 -1.03 0.18
N -0.43 -0.60 0.48
O 1.20 0.07 -1.15
O 0.98 1.41 0.82
P -0.02 0.81 -0.30
H 0.35 -1.24 0.63
H 0.61 -0.21 -1.83
H 1.81 1.76 0.70

=====

Question: which arrangement is favored energetically? Ranking from most to least stable: run b, run a.

=====

Run a
13
Properties=species:S:1:pos:R:3 method="wB97M-V/def2-TZVPD" homo_lumo_gap_ev="7.21 / 7.32" homo_energy_ev="-14.869 / -14.974" smiles="CC1=CCS[N+]1=O" charge=+1
C -0.25 -0.80 -0.23
C 0.22 0.24 0.48
C -0.86 -1.78 0.77
C 0.66 1.60 0.07
N 0.04 0.14 1.81
O 0.33 1.32 2.93
S -0.62 -1.15 2.45
H -0.14 -0.78 -1.28
H -1.93 -1.49 0.58
H -0.72 -2.89 0.73
H 1.66 1.69 0.50
H 0.10 2.34 0.67
H 0.59 1.84 -0.96

=====

Run b
13
Properties=species:S:1:pos:R:3 method="wB97M-V/def2-TZVPD" homo_lumo_gap_ev="7.12 / 7.46" homo_energy_ev="-14.747 / -15.178" charge=+1
C 0.09 0.82 -0.05
C -0.46 -0.39 -0.06
C -0.94 1.90 -0.04
C 0.15 -1.76 0.02
N -1.83 -0.34 -0.10
O -2.73 -1.91 0.24
S -2.61 0.99 0.00
H 1.17 0.98 0.14
H -0.62 2.73 0.74
H -1.07 2.53 -1.05
H -0.60 -2.24 0.65
H 1.15 -1.76 0.45
H 0.09 -2.02 -1.02

=====

Question: which arrangement is favored energetically? Ranking from most to least stable: run a, run b.